<i>
C8H15N2 | ωB97M-V/def2-TZVPD

Values from the calculation:
HOMO energy in eV: -13.23
LUMO in eV: -3.19
Structure (SMILES): C[C@@]12C[C@H]3CC[C@@H](C[NH2+]1)N32
Net charge: +1

Geometry as XYZ:
```
25
Properties=species:S:1:pos:R:3:mulliken_charge:R:1
C 1.89 1.13 0.14 -0.78
C 2.07 -0.33 0.31 -0.93
C -0.56 1.58 0.36 -1.23
C 0.04 -1.86 -0.26 -0.60
C 0.63 1.51 -0.56 0.18
C 1.01 -0.78 -0.76 0.22
C -1.08 0.14 -0.09 0.34
C -2.58 0.17 -0.52 -1.47
N 0.26 0.31 -1.29 -0.47
N -0.75 -1.02 0.66 -0.01
H 1.89 1.67 1.11 0.36
H 2.92 1.56 -0.25 0.32
H 3.02 -0.68 0.10 0.37
H 1.90 -0.86 1.31 0.30
H -0.40 1.82 1.45 0.32
H -1.18 2.33 -0.08 0.35
H -0.63 -2.27 -1.06 0.36
H 0.63 -2.54 0.35 0.42
H 0.63 2.34 -1.23 0.48
H 1.38 -1.20 -1.74 0.42
H -2.70 -0.71 -1.22 0.30
H -2.89 1.02 -0.97 0.47
H -3.16 0.18 0.43 0.43
H -1.65 -1.16 1.17 0.47
H -0.11 -0.68 1.43 0.39
```


<ii>
C8H15N2 | ωB97M-V/def2-TZVPD

Values from the calculation:
HOMO energy in eV: -13.10
LUMO in eV: -4.91
Net charge: +1

Geometry as XYZ:
```
25
Properties=species:S:1:pos:R:3:mulliken_charge:R:1
C -2.92 0.66 0.33 -0.58
C -2.24 1.73 -0.12 -0.43
C -2.22 -0.49 0.12 0.43
C -0.83 1.65 -0.43 -0.42
C 1.89 0.43 -1.09 -1.54
C 1.09 0.33 1.33 -1.38
C 1.10 -1.75 -0.25 -2.14
C 0.95 -0.21 -0.10 1.77
N -0.31 0.29 -0.69 -0.46
N -2.43 -1.72 -0.06 -0.21
H -3.90 0.86 0.92 0.34
H -2.53 2.73 -0.08 0.49
H -0.46 2.25 -1.28 0.43
H -0.27 2.13 0.42 0.42
H 1.72 0.14 -2.11 0.43
H 1.89 1.54 -1.06 0.41
H 2.88 -0.12 -0.76 0.41
H 0.23 0.92 1.36 0.19
H 1.88 1.00 1.40 0.44
H 1.02 -0.60 1.94 0.36
H 0.65 -2.29 0.44 0.60
H 0.89 -2.01 -1.26 0.46
H 2.20 -1.89 -0.01 0.49
H -3.39 -2.01 -0.19 0.26
H -1.67 -2.42 -0.05 0.24
```


Least stable of them? <ii>.


<i>
C8H15N2 | ωB97M-V/def2-TZVPD

Values from the calculation:
HOMO energy in eV: -12.78
LUMO in eV: -3.75
Structure (SMILES): CC(C)=C=N/C=[NH+]\C(C)C
Net charge: +1

Geometry as XYZ:
```
25
Properties=species:S:1:pos:R:3:mulliken_charge:R:1
C -1.49 0.54 -0.23 0.66
C 0.42 1.84 -1.10 0.03
C -2.45 -0.17 0.21 0.36
C 1.96 0.17 0.13 0.11
C -2.32 -1.58 0.72 -1.35
C -3.84 0.44 0.17 -1.28
C 3.40 0.39 0.57 -1.33
C 1.86 -1.29 -0.51 -0.94
N -0.64 1.25 -0.76 -0.15
N 1.61 1.35 -0.76 -0.07
H 1.13 0.15 0.86 0.32
H 0.31 2.90 -1.45 0.35
H -3.24 -1.94 1.26 0.46
H -1.46 -1.66 1.49 0.31
H -2.18 -2.24 -0.16 0.31
H -3.97 1.16 -0.71 0.36
H -3.99 1.00 1.11 0.29
H -4.41 -0.49 0.12 0.40
H 3.87 0.58 -0.45 0.36
H 3.89 -0.41 1.23 0.35
H 3.46 1.29 1.16 0.38
H 0.78 -1.54 -0.68 0.19
H 2.27 -2.04 0.23 0.35
H 2.48 -1.38 -1.42 0.30
H 2.55 1.68 -1.00 0.24
```


<ii>
C8H15N2 | ωB97M-V/def2-TZVPD

Values from the calculation:
HOMO energy in eV: -11.42
LUMO in eV: -2.88
Structure (SMILES): CN1CC[N@@H+](C)C1=C1CC1
Net charge: +1

Geometry as XYZ:
```
25
Properties=species:S:1:pos:R:3:mulliken_charge:R:1
C -1.52 0.12 0.16 -0.08
C -0.06 0.12 -0.23 0.03
C -2.76 -0.61 -0.30 -0.68
C -2.81 0.82 0.13 -0.44
C 2.23 0.79 -0.25 -0.48
C 2.09 -0.67 0.26 -0.92
C 0.40 2.57 0.02 -1.23
C 0.22 -2.54 0.09 -0.91
N 0.82 1.20 -0.21 0.03
N 0.76 -1.13 -0.31 -0.03
H -2.73 -0.76 -1.27 0.37
H -3.12 -1.28 0.42 0.28
H -3.17 1.15 1.06 0.23
H -2.90 1.72 -0.58 0.25
H 2.98 1.21 0.49 0.33
H 2.78 0.74 -1.15 0.33
H 2.88 -1.24 0.05 0.56
H 2.11 -0.75 1.30 0.49
H -0.50 2.81 -0.45 0.42
H 0.13 2.68 1.02 0.43
H 1.01 3.19 -0.46 0.46
H -0.23 -2.40 1.00 0.42
H -0.54 -2.80 -0.64 0.34
H 1.00 -3.16 0.25 0.39
H 1.09 -1.09 -1.30 0.42
```


Least stable of them? <ii>.